Record 1
The following is a quantum chemistry calculation of the molecule C13H14IN3O2 at a distorted geometry, from OMol25.

XYZ file:
```
33
Properties=species:S:1:pos:R:3:forces:R:3:nbo_charge:R:1
C -0.936820 -2.223008 3.936667 0.1 0.0 0.4 -0.64
C -0.213881 -3.404882 3.328857 -0.4 0.0 0.1 -0.06
O 0.059017 -3.233750 1.952661 0.2 -0.2 -0.1 -0.53
C 1.224889 -2.473922 1.680178 -0.1 0.1 0.0 -0.10
C 0.865428 -1.356674 0.745515 0.2 -0.1 0.6 0.14
C 0.602021 -1.660495 -0.604620 -0.1 0.2 -0.4 0.05
N 0.232393 -0.767454 -1.475283 -0.1 0.1 0.0 -0.41
C 0.102486 0.509573 -1.011295 0.0 -0.1 -0.2 0.20
C -0.307121 1.533492 -1.904486 -0.1 0.3 0.0 -0.11
C -0.587954 1.162244 -3.330847 -0.1 -0.1 0.2 -0.56
C 0.596739 1.441576 -4.233166 -1.1 -0.3 0.2 0.52
O 1.560111 2.001322 -3.896391 1.4 0.6 0.1 -0.48
I 0.392457 0.720970 -6.255224 -0.1 -0.1 -0.2 -0.02
C -0.421518 2.839713 -1.453128 0.3 -0.2 -0.2 0.20
N -0.726418 3.918072 -2.303162 -0.5 -0.4 0.3 -0.78
C -0.127594 3.133115 -0.100085 0.2 -0.7 0.3 -0.24
C 0.254623 2.142122 0.759892 -0.1 0.4 0.0 -0.15
C 0.378657 0.805640 0.331985 0.1 0.2 0.3 0.07
N 0.766957 -0.148664 1.226539 -0.2 0.1 -0.5 -0.36
H -0.466692 -1.277419 3.682859 0.1 0.1 -0.1 0.22
H -0.911595 -2.321911 5.020761 0.0 0.0 0.2 0.21
H -1.978706 -2.195492 3.641693 -0.2 0.1 -0.2 0.21
H 0.690212 -3.630798 3.891739 0.3 0.0 0.0 0.16
H -0.851273 -4.281451 3.409408 0.0 -0.2 -0.1 0.19
H 1.652890 -2.038273 2.578850 0.0 0.0 0.2 0.19
H 1.975778 -3.121187 1.225096 0.1 -0.1 -0.1 0.18
H 0.708917 -2.680175 -0.943368 0.0 -0.2 -0.1 0.20
H -1.462436 1.686349 -3.703436 -0.1 0.1 -0.3 0.24
H -0.822312 0.106187 -3.400089 0.0 -0.2 -0.1 0.28
H -1.197509 4.650658 -1.788685 0.2 0.1 0.0 0.37
H -1.335910 3.648519 -3.062786 0.1 0.0 -0.2 0.37
H -0.191747 4.144373 0.264225 -0.1 0.3 0.0 0.21
H 0.475911 2.371629 1.789129 0.0 0.0 0.2 0.22
```
Positions in Å, forces in eV/Å.

Values from the calculation:
max |F|: 1.5 eV Å⁻¹
lowest unoccupied orbital energy: -0.008 Ha
net charge: 0

---

Record 2
The following is a quantum chemistry calculation of the molecule C13H14N6O5 at a distorted geometry, from OMol25.

XYZ file:
```
38
Properties=species:S:1:pos:R:3:forces:R:3:nbo_charge:R:1
C 2.199022 -0.976511 1.706966 0.6 -1.1 -0.7 -0.43
C 2.178808 0.428633 2.198623 0.3 -0.1 -0.1 -0.23
N 0.969346 1.134317 1.834466 -0.7 -1.0 0.6 -0.35
C -0.193475 0.439391 1.911019 1.3 0.2 0.3 0.59
C -1.665199 0.842106 1.845306 0.2 0.3 -0.4 -0.47
C -2.426290 -0.496084 2.034166 -0.7 0.1 0.0 -0.42
C -1.381647 -1.588933 2.118417 -0.3 -0.5 0.1 -0.20
N -0.136383 -0.876759 2.072572 -0.7 0.2 -0.1 -0.36
C 0.990463 -1.736270 2.156078 0.4 -0.7 0.3 -0.20
H 2.221998 -1.018444 0.622080 0.1 0.2 -0.2 0.22
H 3.078376 -1.511454 2.062641 0.2 0.2 0.0 0.24
H 2.291705 0.408391 3.267446 -0.1 0.3 0.7 0.22
H 2.992174 1.000005 1.793277 0.5 0.2 -0.2 0.24
H -1.960546 1.597810 2.584089 0.4 -0.2 0.0 0.26
H -1.869139 1.306275 0.876087 0.2 -0.1 0.0 0.27
H -2.997177 -0.488591 2.965209 0.0 0.2 -0.2 0.23
H -3.124516 -0.706636 1.212041 0.2 0.3 0.3 0.23
H -1.413793 -2.167677 3.064697 -0.1 0.3 -0.5 0.21
H -1.401676 -2.320530 1.283643 -0.1 0.4 0.4 0.20
H 0.750173 -2.618076 1.511473 0.5 0.5 0.5 0.22
H 1.064903 -2.078436 3.205761 0.1 0.0 -0.4 0.21
O 4.022808 6.234806 -0.751467 -1.0 -1.0 1.8 -0.39
N 3.887801 5.874487 0.435055 1.1 0.5 -0.1 0.51
O 4.652980 6.303706 1.336226 -1.4 -0.7 -1.3 -0.43
C 2.876403 4.882302 0.844927 1.4 -0.5 1.6 -0.12
C 2.908254 4.485210 2.219486 -0.7 0.5 -2.7 -0.07
C 2.078862 3.459176 2.666278 -1.1 -1.4 1.2 -0.12
N 1.862257 3.402759 4.085288 -0.2 0.2 1.3 0.50
O 2.525369 4.144787 4.838342 -0.9 -1.2 -1.0 -0.42
O 0.964855 2.629531 4.547043 1.3 0.8 -1.1 -0.50
C 1.034662 2.640614 1.862787 -1.1 0.5 0.4 -0.11
C 1.055807 3.188374 0.464558 -1.9 -0.1 -1.0 0.14
N 0.014473 3.000301 -0.364618 2.3 2.4 0.2 -0.11
O 0.199145 4.015833 -1.329485 0.4 -1.0 0.4 -0.16
N 1.336620 4.784286 -1.135308 0.2 -2.9 2.4 -0.02
C 1.918516 4.209097 -0.022367 -1.3 3.0 -1.5 0.05
H 3.493529 5.095603 2.914931 -0.2 -0.6 -0.3 0.30
H 0.031891 2.683911 2.361567 0.7 1.6 -0.5 0.24
```
Positions in Å, forces in eV/Å.

Values from the calculation:
max |F|: 3.8 eV Å⁻¹
lowest unoccupied orbital energy: -0.011 Ha
net charge: 0

---

Record 3
The following is a quantum chemistry calculation of the molecule C13H14Si at a distorted geometry, from OMol25.

XYZ file:
```
28
Properties=species:S:1:pos:R:3:forces:R:3:nbo_charge:R:1
C 3.811052 -0.622507 -0.256014 1.0 -1.9 1.0 -0.22
C 3.502244 0.724611 -0.152467 4.0 1.0 0.1 -0.19
C 2.818848 -1.569944 -0.031722 1.7 -0.8 0.6 -0.16
C 2.261694 1.157450 0.082901 -0.9 -0.2 -0.1 -0.22
C 1.523984 -1.136353 0.164247 2.4 2.9 -1.4 -0.07
C 1.247262 0.255047 0.134595 -1.5 0.1 0.0 -0.38
C -0.865463 -1.173592 0.684248 0.1 -0.6 -0.3 -0.67
C -1.083670 -3.473079 -0.140288 -0.7 0.2 0.3 -0.19
C 0.439516 -1.902762 0.280431 -3.9 -2.3 1.8 0.07
C 0.210180 -3.271916 0.114473 1.2 0.4 -0.5 -0.12
C -1.840078 -2.155236 0.002720 -1.2 0.1 -2.5 -0.44
C -0.692880 2.170620 1.317050 -0.2 -0.9 2.3 -1.12
C -1.503976 0.867352 -1.537473 1.3 -0.1 2.1 -1.04
Si -0.599041 0.683272 0.192707 0.4 -1.7 -1.0 1.56
H 4.815861 -1.125441 -0.194589 -0.7 1.5 -0.6 0.22
H 4.265341 1.552905 -0.065682 -0.3 -1.4 -0.5 0.21
H 3.165600 -2.613398 0.212924 -0.8 1.1 -0.7 0.23
H 2.179193 2.179125 0.299834 -0.7 1.4 0.0 0.21
H -0.879823 -1.199836 1.758979 -0.4 -0.3 0.8 0.25
H -1.578471 -4.430435 -0.318655 0.0 0.3 0.3 0.21
H -2.858120 -2.364917 0.352569 0.3 0.4 0.5 0.22
H -2.005724 -1.730749 -1.051377 -0.1 -0.6 1.3 0.20
H -0.532280 3.046860 0.748825 0.5 1.0 -0.7 0.24
H -1.676998 2.330202 1.781290 0.1 -0.2 -0.1 0.25
H 0.050188 2.140039 2.196307 -1.0 -0.1 -1.5 0.25
H -0.809448 1.388313 -2.171293 0.0 0.1 -0.7 0.24
H -1.795972 -0.115628 -1.867387 0.2 -0.1 -0.4 0.23
H -2.390848 1.425362 -1.358706 -0.8 0.7 -0.1 0.23
```
Positions in Å, forces in eV/Å.

Values from the calculation:
max |F|: 4.9 eV Å⁻¹
lowest unoccupied orbital energy (alpha / beta): -0.027 / -0.021 Ha
net charge: 0
energy above the lowest of the compared OMol25 structures with the same formula, charge and spin: 3.4529 eV